No. 1
80
Properties=species:S:1:pos:R:3 method="wB97M-V/def2-TZVPD" homo_ev=-11.1 homo_lumo_gap_ha=0.2838 charge=+1 largest_force_ev_per_a=3.327 e_lumo_ev=-3.370
O 4.101 3.237 5.570
C 4.334 4.106 4.801
F 4.900 3.842 3.598
C 4.082 5.609 5.052
C 2.573 5.832 5.088
N 2.033 6.812 5.769
C 0.642 6.725 5.631
C 0.440 5.652 4.838
P -1.301 5.109 4.407
O -1.506 4.831 2.833
O -2.342 6.271 4.857
S -1.569 3.461 5.374
N 1.681 5.076 4.461
H 4.593 6.202 4.281
H 4.461 5.807 6.067
H 2.526 7.511 6.310
H -0.115 7.356 6.081
H -0.985 4.033 2.641
H -2.082 6.465 5.772
H 1.853 4.267 3.857
C 3.199 1.890 0.990
C 2.147 1.257 1.886
C 1.329 0.222 1.135
O 1.272 2.280 2.400
H 2.730 2.403 0.145
H 3.773 2.639 1.539
H 3.888 1.141 0.601
H 2.631 0.790 2.745
H 0.799 0.682 0.295
H 0.573 -0.217 1.785
H 1.962 -0.577 0.750
H 0.842 2.696 1.643
C 0.381 -5.072 -0.161
C 0.878 -3.984 0.778
C 1.044 -4.510 2.195
O -0.045 -2.892 0.778
H -0.597 -5.443 0.157
H 0.257 -4.680 -1.171
H 1.077 -5.912 -0.196
H 1.832 -3.595 0.417
H 0.088 -4.863 2.591
H 1.392 -3.718 2.860
H 1.759 -5.334 2.230
H -0.893 -3.223 1.094
C -3.230 -4.210 -4.119
C -1.841 -4.727 -3.779
C -1.134 -5.266 -5.013
O -1.943 -5.759 -2.795
H -3.854 -5.013 -4.521
H -3.729 -3.835 -3.224
H -3.182 -3.405 -4.855
H -1.248 -3.923 -3.337
H -1.687 -6.101 -5.444
H -0.144 -5.643 -4.753
H -1.025 -4.493 -5.775
H -2.465 -6.475 -3.172
C 0.888 -9.433 -7.746
C 0.846 -7.973 -7.322
C 1.874 -7.683 -6.239
O -0.460 -7.650 -6.843
H 0.656 -10.088 -6.902
H 0.141 -9.629 -8.516
H 1.871 -9.703 -8.137
H 1.035 -7.334 -8.187
H 1.674 -8.281 -5.345
H 1.828 -6.635 -5.938
H 2.886 -7.902 -6.585
H -0.640 -8.208 -6.078
C -2.791 7.973 0.707
C -4.108 7.345 0.279
C -5.178 7.523 1.345
O -3.913 5.955 0.024
H -2.416 7.498 1.619
H -2.030 7.829 -0.063
H -2.902 9.043 0.891
H -4.443 7.798 -0.655
H -4.879 7.036 2.279
H -6.113 7.060 1.029
H -5.363 8.580 1.549
H -3.617 5.543 0.844

No. 2
86
Properties=species:S:1:pos:R:3 method="wB97M-V/def2-TZVPD" homo_ev="-12.6 / -12.6" spin_multiplicity=3 homo_lumo_gap_ha="0.1679 / 0.2038" charge=+2 largest_force_ev_per_a=4.597 e_lumo_ev="-8.050 / -7.073"
V -1.760 -0.948 1.348
N -0.190 0.741 -0.857
O -0.535 1.453 -1.750
O -1.162 0.275 -0.096
O 0.957 0.412 -0.607
C 1.053 -2.930 -1.187
C 0.340 -3.182 0.109
O -0.426 -2.307 0.615
N 0.531 -4.345 0.705
C -0.073 -4.713 1.999
H 0.569 -2.128 -1.737
H 1.230 -3.781 -1.835
H 2.013 -2.486 -0.880
H 1.321 -4.882 0.379
H 0.623 -5.364 2.521
H -1.019 -5.226 1.857
H -0.184 -3.817 2.605
C 2.308 -1.061 2.373
C 1.151 -0.248 2.869
O -0.019 -0.520 2.512
N 1.411 0.745 3.705
C 0.386 1.499 4.404
H 2.177 -1.355 1.337
H 2.364 -1.923 3.045
H 3.260 -0.531 2.421
H 2.363 0.805 4.033
H -0.291 0.839 4.940
H -0.140 2.158 3.716
H 0.888 2.153 5.114
C -2.148 2.992 1.490
C -2.580 1.975 2.484
O -2.174 0.790 2.393
N -3.425 2.341 3.422
C -4.016 1.443 4.410
H -1.067 3.039 1.391
H -2.516 3.986 1.756
H -2.603 2.755 0.528
H -3.532 3.332 3.573
H -3.926 0.409 4.094
H -5.073 1.679 4.515
H -3.524 1.556 5.375
C 3.243 -0.763 -3.402
C 3.505 0.575 -4.081
O 4.030 0.685 -5.159
N 3.157 1.628 -3.293
C 3.372 3.025 -3.622
H 2.762 -1.433 -4.115
H 2.622 -0.632 -2.514
H 4.207 -1.201 -3.142
H 2.757 1.388 -2.405
H 2.549 3.640 -3.260
H 3.445 3.137 -4.700
H 4.295 3.399 -3.171
C 2.957 3.280 0.643
C 4.165 2.367 0.604
O 5.268 2.748 0.890
N 3.899 1.074 0.243
C 4.908 0.070 -0.007
H 3.265 4.315 0.626
H 2.446 3.079 1.595
H 2.249 3.033 -0.151
H 2.979 0.804 -0.053
H 5.400 0.021 -0.982
H 4.398 -0.897 0.073
H 5.695 0.135 0.743
C -5.863 -1.263 1.348
C -4.867 -0.613 0.427
O -3.639 -0.475 0.756
N -5.269 -0.084 -0.697
C -4.400 0.582 -1.662
H -5.497 -2.279 1.522
H -6.829 -1.374 0.860
H -5.961 -0.696 2.267
H -6.235 -0.217 -0.957
H -4.246 1.622 -1.358
H -4.866 0.615 -2.640
H -3.417 0.120 -1.701
O 0.449 -2.661 -4.595
C -0.589 -2.115 -4.310
N -1.756 -2.808 -4.120
C -0.685 -0.617 -4.347
H -1.774 -3.811 -4.190
H -2.576 -2.353 -3.767
H 0.260 -0.173 -4.048
H -1.553 -0.181 -3.846
H -0.821 -0.330 -5.396

- The highest charge belongs to which entry?
  C20H47N8O10V

- Which of these has the lowest charge?
  C20H47FN2O8PS